Molecular formula: C10H6AlNO5
Method: DFT, wB97M-V/def2-TZVPD

Its HOMO energy (spin up / spin down) is -16.545 / -15.924 eV. The value obtained for the LUMO energy (spin up / spin down) is -0.3528 / -0.3686 Eh. The charge is +2. The energy relative to the best compared isomer or geometry (same formula, charge and spin) comes out at 231.2 kJ/mol.

Last column: Mulliken charge in e.
Geometry (Å):
1 O -3.0322 -1.3178 -1.7250  -0.07
2 C -2.0606 -0.9084 -1.2808  0.24
3 Al 0.0033 -0.1930 -0.9272  1.18
4 C 2.0201 0.3187 -1.3821  0.18
5 O 3.0107 0.5490 -1.9072  -0.08
6 C 0.1752 -0.8325 -3.1311  -0.21
7 O 1.1507 -0.5859 -3.8510  -0.34
8 C -0.2213 1.2282 -2.4308  0.35
9 O -0.3835 2.0085 -3.2990  -0.17
10 C 0.6557 -1.8795 -1.9141  0.23
11 O 1.0078 -2.9861 -2.1989  -0.25
12 H -0.9199 -1.0250 -3.3686  0.46
13 C -0.1751 0.7525 3.6430  -0.07
14 C -1.3519 0.5475 2.9279  -0.84
15 C -1.2737 0.2528 1.5779  0.08
16 N -0.0655 0.1845 0.9549  -0.01
17 C 1.0995 0.3971 1.6403  0.14
18 C 1.0565 0.6735 3.0045  -0.84
19 H -0.2296 0.9731 4.6971  0.45
20 H -2.3388 0.6070 3.3753  0.44
21 H -2.1639 0.0640 0.9696  0.34
22 H 2.0402 0.3505 1.0913  0.36
23 H 1.9961 0.8213 3.5338  0.43

Molecular formula: C10H6Cl3N
Method: DFT, wB97M-V/def2-TZVPD

Its HOMO energy (spin up / spin down) is -8.078 / -9.689 eV. The value obtained for the LUMO energy (spin up / spin down) is -0.0622 / -0.0668 Eh. The energy relative to the best compared isomer or geometry (same formula, charge and spin) comes out at 308.1 kJ/mol.

Last column: Mulliken charge in e.
Geometry (Å):
1 C -0.3922 -2.6543 0.9851  0.11
2 C 2.2581 1.5375 -0.2133  -0.51
3 C 2.0400 0.9080 0.9956  -0.33
4 C 1.6937 1.0300 -1.3848  -0.56
5 C 1.2541 -0.2714 1.0725  -0.66
6 C 0.9610 -0.1356 -1.3732  -0.41
7 C 0.6004 -0.7328 -0.1906  0.14
8 C -3.3080 0.4019 0.2475  -0.26
9 C -2.1514 0.6608 0.7540  0.14
10 C -0.1726 -1.8844 -0.1731  0.95
11 N -0.6855 -3.4535 1.7620  -0.45
12 Cl -4.2095 1.3112 -0.8984  -0.16
13 Cl -1.0481 1.7758 0.2725  -0.02
14 Cl -0.8906 -2.4814 -1.5591  -0.19
15 H 2.6546 2.5474 -0.2960  0.35
16 H 2.2377 1.5405 1.8975  0.29
17 H 1.7013 1.3814 -2.3333  0.45
18 H 1.2023 -0.6979 1.9780  0.55
19 H 0.3228 -0.5068 -2.2135  0.23
20 H -4.0682 -0.2765 0.6707  0.34

Molecular formula: C10H6ClGaN3O7S2
Method: DFT, wB97M-V/def2-TZVPD

Its HOMO energy is -6.630 eV. The value obtained for the LUMO energy is 0.0967 Eh. The charge is -1. The energy relative to the best compared isomer or geometry (same formula, charge and spin) comes out at 10.7 kJ/mol.

Last column: Mulliken charge in e.
Geometry (Å):
1 Ga -0.7137 -1.1357 1.1149  0.92
2 O -1.9093 0.9582 -0.9647  -0.61
3 S -1.2847 1.6415 0.1274  1.41
4 O -1.8996 2.8578 0.5808  -0.76
5 O -1.0036 0.7334 1.3143  -0.39
6 C 0.3745 2.1065 -0.3989  -0.02
7 C 0.6037 3.4700 -0.5268  -0.56
8 C 1.8517 3.9450 -0.8951  -0.51
9 C 2.8843 3.0567 -1.1458  -0.57
10 C 2.6648 1.6945 -1.0355  -0.69
11 C 1.4144 1.2113 -0.6688  0.17
12 S 1.3659 -0.5587 -0.3988  1.38
13 O 0.0126 -1.0926 -0.7451  -0.49
14 O 2.4276 -1.1161 -1.1813  -0.70
15 O 1.4901 -0.7131 1.0596  -0.68
16 H -0.2215 4.1358 -0.3191  0.52
17 H 2.0206 5.0106 -0.9825  0.38
18 H 3.8656 3.4231 -1.4182  0.38
19 H 3.4505 0.9783 -1.2287  0.50
20 Cl -2.1707 -1.3917 3.7493  -0.26
21 C -0.5853 -1.8062 2.9939  -0.63
22 H -0.4520 -2.8749 3.1175  0.37
23 H 0.1726 -1.2617 3.5499  0.31
24 O -2.5285 -1.6170 0.5371  -0.23
25 N -2.9302 -2.2848 -0.4790  -0.36
26 C -2.1921 -3.2596 -0.9298  0.72
27 C -0.9759 -3.6300 -0.2688  0.44
28 N -0.0850 -3.8150 0.4384  -0.54
29 C -2.6573 -4.0116 -2.0511  -0.02
30 N -2.9893 -4.6539 -2.9449  -0.49